The following is a DFT calculation (wB97M-V/def2-TZVPD) of a structure of composition C30H27Cl5IN3PSSc.

Values from the calculation:
Net charge   +1
Energy   -147552.4776 eV
Strongest force on any atom   0.42 eV/A
HOMO level (spin up / spin down)   -8.63 / -11.02 eV
⟨S²⟩   0.754
Lowest unoccupied orbital energy (spin up / spin down)   -0.129 / -0.129 Ha
Frontier orbital gap (spin up / spin down)   0.189 / 0.276 Eh
2S+1   2

Each line ends with the Löwdin spin population.
Cartesian coordinates (Å):
1 Sc -0.378 -0.581 -0.540  0.24
2 C -0.767 0.124 4.074  0.00
3 C -0.349 -0.299 2.805  0.00
4 N -0.737 0.276 1.682  0.00
5 C -1.599 1.316 1.764  0.00
6 C -2.069 1.821 2.985  0.00
7 C -1.625 1.191 4.163  0.00
8 C -2.966 2.941 2.991  0.00
9 C -3.365 3.517 1.836  0.00
10 C -2.910 3.019 0.570  0.00
11 C -3.297 3.581 -0.661  0.00
12 C -2.825 3.039 -1.829  0.00
13 C -1.974 1.926 -1.768  0.01
14 N -1.593 1.381 -0.626  0.00
15 C -2.042 1.919 0.532  0.00
16 H -0.412 -0.392 4.953  0.00
17 H 0.318 -1.149 2.712  0.00
18 H -1.975 1.553 5.121  0.00
19 H -3.317 3.312 3.944  0.00
20 H -4.039 4.362 1.847  0.00
21 H -3.962 4.433 -0.671  0.00
22 H -3.099 3.441 -2.793  0.00
23 H -1.605 1.454 -2.671  0.00
24 C 3.096 0.490 2.722  0.00
25 C 2.432 1.477 1.773  0.00
26 P 2.147 0.837 0.066  0.00
27 C 1.760 2.383 -0.851  0.01
28 C 2.801 3.495 -0.824  0.00
29 C 3.884 0.452 -0.417  0.00
30 C 4.190 0.342 -1.905  0.00
31 H 3.226 0.932 3.709  0.00
32 H 4.083 0.194 2.369  0.00
33 H 2.510 -0.418 2.853  0.00
34 H 3.061 2.368 1.688  0.00
35 H 1.472 1.816 2.178  0.00
36 H 0.810 2.746 -0.443  0.00
37 H 1.540 2.075 -1.877  0.01
38 H 2.950 3.894 0.177  0.00
39 H 2.487 4.322 -1.459  0.00
40 H 3.767 3.156 -1.197  0.00
41 H 4.171 -0.473 0.093  0.00
42 H 4.494 1.242 0.037  0.00
43 H 3.929 -0.638 -2.292  0.00
44 H 5.255 0.498 -2.071  0.00
45 H 3.651 1.080 -2.497  0.00
46 I 0.114 -6.397 -2.054  0.00
47 C 0.811 -4.930 -0.773  0.00
48 C 1.798 -5.173 0.169  0.01
49 C 2.207 -4.127 0.979  0.00
50 C 1.610 -2.888 0.827  0.01
51 N 0.651 -2.648 -0.070  0.01
52 C 0.273 -3.652 -0.863  0.01
53 H 2.244 -6.152 0.262  0.00
54 H 2.982 -4.264 1.718  0.00
55 H 1.926 -2.046 1.434  0.00
56 H -0.480 -3.421 -1.607  0.00
57 S 1.571 -1.516 -3.413  0.30
58 C 0.808 -0.708 -2.332  0.38
59 Cl -2.460 -2.058 0.691  0.00
60 C -2.866 -2.216 -1.047  0.00
61 C -2.084 -1.464 -1.891  0.00
62 C -2.485 -1.507 -3.225  0.00
63 Cl -1.683 -0.507 -4.399  0.01
64 C -3.546 -2.295 -3.667  0.00
65 Cl -4.007 -2.318 -5.324  0.00
66 C -4.256 -3.083 -2.753  0.00
67 Cl -5.546 -4.080 -3.279  0.00
68 C -3.925 -3.041 -1.397  0.00
69 Cl -4.785 -3.961 -0.238  0.00


The following is a DFT calculation (wB97M-V/def2-TZVPD) of a cluster of 2 separate species, C4H5N3 in total.

Values from the calculation:
Energy   -8694.3660 eV
Strongest force on any atom   3.06 eV/A
HOMO level   -9.96 eV
Lowest unoccupied orbital energy   0.019 Ha
Energy relative to the best compared isomer or geometry (same formula, charge and spin)   525.5 kJ/mol
Frontier orbital gap   0.385 Eh
Structure (SMILES)   C1=NN1.C=CC#N

Each line ends with the Mulliken charge.
Cartesian coordinates (Å):
1 C -1.272 1.339 0.018  0.29
2 C 2.606 0.506 -0.354  0.22
3 C -2.427 -0.825 0.390  -0.65
4 C -1.301 -0.062 0.273  0.05
5 N -1.341 2.469 -0.182  -0.39
6 N 1.857 -0.639 -0.259  -0.41
7 N 2.711 0.195 0.822  -0.31
8 H 2.851 1.224 -1.152  0.26
9 H -2.348 -1.976 0.358  0.23
10 H 2.260 -1.471 -0.633  0.18
11 H -3.351 -0.365 0.619  0.31
12 H -0.247 -0.396 0.098  0.22


The following is a DFT calculation (wB97M-V/def2-TZVPD) of a cluster of 2 separate species, C3H5NO2 in total.

Values from the calculation:
Energy   -8773.9720 eV
Strongest force on any atom   3.59 eV/A
HOMO level   -7.55 eV
Lowest unoccupied orbital energy   0.026 Ha
Energy relative to the best compared isomer or geometry (same formula, charge and spin)   359.2 kJ/mol
Frontier orbital gap   0.303 Eh

Each line ends with the Mulliken charge.
Cartesian coordinates (Å):
1 C 2.405 -0.088 0.444  0.76
2 C -1.015 0.199 0.593  -0.14
3 C -0.294 0.972 -0.457  -0.66
4 N -0.860 -0.556 -0.691  -0.32
5 O 1.824 -1.080 0.505  -0.47
6 O 3.012 0.882 0.364  -0.34
7 H -0.436 -0.319 1.359  0.14
8 H -2.039 0.454 0.738  0.31
9 H -0.934 1.648 -0.863  0.16
10 H 0.018 -1.108 -0.700  0.29
11 H -1.680 -1.004 -1.291  0.27


The following is a DFT calculation (wB97M-V/def2-TZVPD) of a structure of composition C22H33Cl5GdN6OSi.

Values from the calculation:
Net charge   +1
Energy   -125662.9083 eV
Strongest force on any atom   2.64 eV/A
HOMO level (spin up / spin down)   -10.40 / -10.33 eV
⟨S²⟩   16.034
Lowest unoccupied orbital energy (spin up / spin down)   -0.109 / -0.232 Ha
Energy relative to the best compared isomer or geometry (same formula, charge and spin)   186.8 kJ/mol
Frontier orbital gap (spin up / spin down)   0.273 / 0.148 Eh
2S+1   8

Each line ends with the Löwdin spin population.
Cartesian coordinates (Å):
1 Gd 0.353 -0.940 -0.196  6.81
2 Cl -1.467 -3.804 3.458  0.00
3 C -1.544 -2.086 3.629  0.01
4 C -2.078 -1.521 4.783  0.00
5 C -2.142 -0.156 4.925  0.01
6 Cl -2.811 0.517 6.368  0.00
7 C -1.658 0.698 3.913  0.00
8 C -1.662 2.104 3.987  0.00
9 C -1.127 2.827 2.953  0.00
10 C -0.596 2.154 1.844  0.00
11 N -0.581 0.844 1.723  -0.01
12 C -1.107 0.112 2.740  0.00
13 C -1.036 -1.311 2.584  0.01
14 O -0.493 -1.817 1.522  0.06
15 H -2.434 -2.165 5.570  0.00
16 H -2.077 2.586 4.859  0.00
17 H -1.107 3.904 2.982  0.00
18 H -0.164 2.717 1.027  0.00
19 C 2.495 -2.234 2.079  0.00
20 N 2.508 -0.871 1.518  0.02
21 C 2.355 0.072 2.636  0.00
22 C 3.817 -0.610 0.893  0.00
23 C 4.011 -1.370 -0.416  0.00
24 N 2.967 -1.065 -1.410  0.00
25 C 3.192 0.276 -1.969  0.00
26 C 3.121 -2.023 -2.516  0.00
27 H 3.296 -2.371 2.814  0.00
28 H 2.612 -2.971 1.286  0.00
29 H 1.542 -2.418 2.573  0.00
30 H 3.187 -0.013 3.347  0.00
31 H 1.429 -0.130 3.171  0.00
32 H 2.324 1.097 2.263  0.00
33 H 4.635 -0.886 1.575  0.00
34 H 3.890 0.465 0.709  0.00
35 H 3.991 -2.446 -0.226  0.00
36 H 5.009 -1.125 -0.812  0.00
37 H 4.189 0.357 -2.422  0.00
38 H 3.097 1.043 -1.201  0.00
39 H 2.454 0.468 -2.745  0.00
40 H 4.117 -1.946 -2.965  0.00
41 H 2.376 -1.822 -3.282  0.00
42 H 2.978 -3.041 -2.160  0.00
43 C -3.745 -0.169 -3.257  0.00
44 C -3.770 -0.535 -1.780  0.00
45 N -2.529 -0.077 -1.188  0.00
46 C -1.791 0.961 -1.679  0.00
47 N -0.588 1.134 -1.177  0.02
48 C 0.174 2.242 -1.751  0.00
49 C -0.737 3.435 -2.031  0.00
50 C -1.757 2.984 -3.061  0.00
51 N -2.334 1.718 -2.653  0.00
52 C -3.539 1.333 -3.358  0.00
53 H -4.673 -0.454 -3.746  0.00
54 H -2.917 -0.686 -3.744  0.00
55 H -3.838 -1.616 -1.652  0.00
56 H -4.637 -0.079 -1.287  0.00
57 H -2.252 -0.455 -0.284  0.00
58 H 0.633 1.921 -2.696  0.00
59 H 0.973 2.511 -1.052  0.00
60 H -0.165 4.282 -2.405  0.00
61 H -1.245 3.723 -1.108  0.00
62 H -1.297 2.880 -4.052  0.00
63 H -2.571 3.711 -3.144  0.00
64 H -3.421 1.638 -4.401  0.00
65 H -4.401 1.871 -2.945  0.00
66 Cl -0.068 -1.437 -2.712  0.02
67 Si 0.300 -3.699 -1.104  0.02
68 Cl 0.007 -5.051 -2.572  0.01
69 Cl -1.670 -3.181 -0.576  0.00


The following is a DFT calculation (wB97M-V/def2-TZVPD) of a structure of composition C30H22BrMnN6O4.

Values from the calculation:
Net charge   +1
Energy   -149952.3861 eV
Strongest force on any atom   0.39 eV/A
HOMO level (spin up / spin down)   -10.22 / -10.41 eV
⟨S²⟩   3.880
Lowest unoccupied orbital energy (spin up / spin down)   -0.149 / -0.192 Ha
Energy relative to the best compared isomer or geometry (same formula, charge and spin)   169.9 kJ/mol
Frontier orbital gap (spin up / spin down)   0.227 / 0.190 Eh
2S+1   4

Each line ends with the Löwdin spin population.
Cartesian coordinates (Å):
1 Mn 1.146 1.595 0.224  1.21
2 O 4.191 -2.275 -2.064  0.01
3 C 2.989 -2.383 -2.651  0.01
4 C 2.841 -3.409 -3.586  0.00
5 C 1.645 -3.583 -4.246  0.01
6 C 0.558 -2.741 -3.996  0.00
7 C 0.698 -1.728 -3.077  0.01
8 C 1.903 -1.527 -2.387  0.00
9 C 1.966 -0.434 -1.411  0.06
10 O 0.959 0.337 -1.245  0.09
11 N 3.085 -0.229 -0.705  0.17
12 N 2.872 0.659 0.272  0.39
13 C 3.899 1.695 0.395  0.03
14 C 2.406 3.532 1.514  0.01
15 C 2.838 4.665 2.169  0.00
16 C 2.158 5.016 3.328  0.01
17 C 1.098 4.237 3.775  0.00
18 C 0.728 3.123 3.043  0.00
19 N 1.384 2.783 1.934  -0.01
20 H 4.175 -1.515 -1.447  0.00
21 H 3.689 -4.051 -3.777  0.00
22 H 1.554 -4.380 -4.972  0.00
23 H -0.375 -2.882 -4.522  0.00
24 H -0.120 -1.052 -2.868  0.00
25 H 4.551 1.677 -0.479  0.00
26 H 3.665 5.249 1.793  0.00
27 H 2.455 5.895 3.885  0.00
28 H 0.561 4.491 4.677  0.00
29 H -0.097 2.486 3.338  0.00
30 Br -2.262 -4.871 -2.999  0.01
31 C -3.232 -3.750 -1.844  0.03
32 C -3.272 -2.383 -2.100  0.00
33 C -3.964 -1.548 -1.244  0.03
34 C -4.612 -2.094 -0.137  0.01
35 C -4.626 -3.469 0.075  0.03
36 C -3.911 -4.303 -0.766  0.00
37 N -5.328 -1.325 0.829  0.15
38 N -5.053 -0.137 1.028  0.15
39 C -3.901 0.548 0.875  0.18
40 C -4.009 1.890 0.414  0.00
41 C -2.920 2.637 0.084  0.09
42 C -1.607 2.088 0.241  0.06
43 O -0.560 2.658 -0.130  0.14
44 C -1.494 0.781 0.899  0.04
45 N -0.229 0.380 1.120  0.00
46 C -0.011 -0.784 1.704  0.01
47 C -1.067 -1.593 2.139  0.00
48 C -2.363 -1.198 1.909  0.02
49 C -2.603 0.012 1.237  0.02
50 H -2.769 -1.982 -2.969  0.00
51 H -4.010 -0.489 -1.459  0.00
52 H -5.187 -3.866 0.911  0.00
53 H -3.891 -5.370 -0.599  0.00
54 H -5.010 2.275 0.268  0.00
55 H -3.013 3.629 -0.335  0.00
56 H 1.024 -1.073 1.833  0.00
57 H -0.849 -2.525 2.641  0.00
58 H -3.184 -1.812 2.252  0.00
59 C 4.678 1.648 1.693  0.01
60 C 2.895 2.850 0.260  -0.02
61 O 2.271 3.037 -0.797  0.02
62 H 5.304 2.535 1.801  0.00
63 H 5.327 0.774 1.698  0.00
64 H 4.012 1.581 2.555  0.00


The following is a DFT calculation (wB97M-V/def2-TZVPD) of an isolated molecule of C3H7NO3S.

Values from the calculation:
Energy   -21690.3655 eV
Strongest force on any atom   1.77 eV/A
HOMO level   -9.47 eV
Lowest unoccupied orbital energy   0.025 Ha
Energy relative to the best compared isomer or geometry (same formula, charge and spin)   155.2 kJ/mol
Frontier orbital gap   0.373 Eh
Structure (SMILES)   COCSC(=O)NO

Each line ends with the Mulliken charge.
Cartesian coordinates (Å):
1 C 2.324 1.060 0.242  -0.66
2 C 0.781 0.238 1.767  -0.39
3 C -0.596 -0.508 -0.529  0.62
4 H 3.271 1.592 0.346  0.25
5 H 2.539 0.007 0.118  0.32
6 H 1.733 1.447 -0.553  0.27
7 H 1.189 -0.687 1.421  0.34
8 H 0.616 0.210 2.856  0.32
9 H -2.428 0.036 -1.324  0.25
10 H -0.531 -1.327 -2.659  0.35
11 N -1.711 -0.688 -1.339  -0.17
12 O 1.640 1.280 1.495  -0.36
13 O 0.463 -1.005 -0.849  -0.62
14 O -1.493 -1.182 -2.620  -0.39
15 S -0.896 0.378 1.005  -0.15


The following is a DFT calculation (wB97M-V/def2-TZVPD) of an isolated molecule of C18H15N5.

Values from the calculation:
Energy   -26359.3710 eV
Strongest force on any atom   3.30 eV/A
HOMO level   -7.64 eV
Lowest unoccupied orbital energy   0.011 Ha
Energy relative to the best compared isomer or geometry (same formula, charge and spin)   0.0 kJ/mol
Frontier orbital gap   0.292 Eh
Structure (SMILES)   c1ccc2c(c1)CC(Nc1ncnc3c1nn1ccccc31)C2

Each line ends with the Mulliken charge.
Cartesian coordinates (Å):
1 N -0.063 0.263 -2.244  -1.36
2 N -1.127 -2.326 0.062  -0.63
3 N -0.700 -3.177 -2.110  -0.73
4 C 0.722 -1.447 -5.991  -0.38
5 C 0.282 -2.207 -4.924  -0.77
6 C 0.908 0.021 -5.837  -0.60
7 C 0.699 0.638 -4.594  -0.06
8 C 0.021 -1.478 -3.678  0.04
9 C -1.037 -3.342 -0.827  -0.36
10 C 0.865 3.334 4.434  -0.38
11 C 1.846 2.356 4.589  -0.54
12 C -0.319 3.008 3.786  -0.77
13 C 1.669 1.106 4.004  -0.65
14 C -0.489 1.741 3.235  0.80
15 C 0.509 0.786 3.315  0.63
16 C -0.807 -1.087 -0.317  -0.63
17 C -0.378 -1.916 -2.466  1.01
18 C -0.429 -0.838 -1.619  1.39
19 N 0.253 -0.126 -3.509  0.79
20 N -0.787 -0.070 0.536  -0.36
21 C -1.664 1.172 2.485  -1.23
22 C 0.091 -0.530 2.728  -1.27
23 C -1.171 -0.194 1.938  0.20
24 H 0.951 -1.897 -6.947  0.41
25 H 0.120 -3.291 -4.938  0.46
26 H 1.226 0.661 -6.646  0.38
27 H 0.867 1.738 -4.457  0.35
28 H -1.217 -4.365 -0.533  0.43
29 H 0.982 4.321 4.863  0.38
30 H 2.782 2.639 5.126  0.32
31 H -1.090 3.770 3.737  0.40
32 H 2.447 0.380 4.055  0.44
33 H -0.162 0.655 0.217  0.34
34 H -2.504 0.973 3.181  0.35
35 H -2.000 1.817 1.665  0.36
36 H 0.886 -0.963 2.091  0.39
37 H -0.197 -1.193 3.528  0.29
38 H -1.988 -0.930 2.063  0.55


The following is a DFT calculation (wB97M-V/def2-TZVPD) of a structure of composition C18H36FO18Pd.

Values from the calculation:
Net charge   +1
Energy   -62291.8754 eV
Strongest force on any atom   5.04 eV/A
HOMO level (spin up / spin down)   -12.49 / -12.57 eV
⟨S²⟩   2.003
Lowest unoccupied orbital energy (spin up / spin down)   -0.058 / -0.143 Ha
Frontier orbital gap (spin up / spin down)   0.401 / 0.319 Eh
2S+1   3

Each line ends with the Löwdin spin population.
Cartesian coordinates (Å):
1 Pd -0.334 0.230 0.115  1.69
2 F -2.240 -0.122 1.125  0.14
3 C -1.131 -2.609 -4.746  0.00
4 O -0.747 -1.728 -3.649  0.00
5 C -1.297 -1.740 -2.401  0.01
6 O -1.027 -1.000 -1.521  0.03
7 O -2.207 -2.777 -2.315  0.00
8 C -3.165 -2.792 -1.240  0.00
9 H -1.856 -2.279 -5.490  0.00
10 H -1.397 -3.628 -4.467  0.00
11 H -0.230 -2.799 -5.330  0.00
12 H -3.611 -3.769 -1.050  0.00
13 H -3.884 -1.994 -1.422  0.00
14 H -2.513 -2.651 -0.378  0.00
15 C 1.997 -5.498 0.988  0.00
16 O 1.750 -4.177 0.502  0.00
17 C 0.693 -3.373 0.865  0.00
18 O 0.554 -2.201 0.529  0.00
19 O -0.140 -3.989 1.756  0.00
20 C -1.406 -3.437 2.156  0.00
21 H 1.779 -5.388 2.050  0.00
22 H 3.027 -5.855 0.994  0.00
23 H 1.417 -6.199 0.387  0.00
24 H -1.465 -3.003 3.154  0.00
25 H -2.087 -4.282 2.256  0.00
26 H -1.743 -2.615 1.525  0.00
27 C 4.234 -0.112 -0.128  0.00
28 O 3.918 1.028 -1.038  0.00
29 C 2.611 1.286 -1.363  0.00
30 O 1.649 0.756 -0.743  0.03
31 O 2.545 2.127 -2.435  0.00
32 C 3.678 2.387 -3.243  0.00
33 H 5.284 -0.405 -0.160  0.00
34 H 3.537 -0.936 -0.280  0.00
35 H 4.053 0.143 0.916  0.00
36 H 4.630 2.217 -2.742  0.00
37 H 3.661 3.414 -3.609  0.00
38 H 3.788 1.852 -4.186  0.00
39 C -0.946 2.023 -4.161  0.00
40 O -2.215 1.689 -3.651  0.00
41 C -2.451 1.548 -2.332  0.01
42 O -1.670 1.697 -1.389  0.03
43 O -3.812 1.369 -2.200  0.00
44 C -4.245 0.923 -0.943  0.00
45 H -0.879 3.105 -4.276  0.00
46 H -0.846 1.575 -5.150  0.00
47 H -0.182 1.580 -3.522  0.00
48 H -4.276 -0.161 -0.835  0.00
49 H -5.219 1.395 -0.809  0.00
50 H -3.709 1.274 -0.062  0.00
51 C -0.342 4.743 -0.902  0.00
52 O -0.754 4.691 0.504  0.00
53 C -0.716 3.564 1.192  0.00
54 O -0.163 2.503 0.856  0.03
55 O -1.280 3.777 2.320  0.00
56 C -1.485 2.807 3.333  0.00
57 H 0.094 5.706 -1.166  0.00
58 H -1.083 4.415 -1.631  0.00
59 H 0.463 4.058 -1.170  0.00
60 H -0.731 2.810 4.120  0.00
61 H -1.784 1.831 2.950  0.00
62 H -2.331 3.162 3.921  0.00
63 C 3.372 1.162 4.323  0.00
64 O 2.760 0.771 3.131  0.00
65 C 1.507 0.220 3.112  0.00
66 O 0.856 0.056 2.079  0.02
67 O 1.062 0.019 4.299  0.00
68 C -0.255 -0.506 4.533  0.00
69 H 4.240 1.806 4.186  0.00
70 H 3.711 0.414 5.040  0.00
71 H 2.760 1.845 4.911  0.00
72 H -1.077 0.097 4.146  0.00
73 H -0.379 -0.493 5.616  0.00
74 H -0.319 -1.556 4.248  0.00